{"formula": "C5H14", "method": "wB97M-V/def2-TZVPD", "total_charge": 0, "de_lowest_ev": 1.0165, "smiles": "CCC.CC", "total_energy_ev": -5411.0332, "elements": ["C", "C", "C", "H", "H", "H", "H", "H", "H", "H", "H", "C", "C", "H", "H", "H", "H", "H", "H"], "xyz": [[0.5741, 1.7918, 1.0277], [-0.3567, 1.9411, -0.1657], [1.2127, 0.3843, 1.4070], [0.1287, 2.0179, 1.9965], [1.4842, 2.3837, 0.9267], [-0.5070, 3.0118, -0.3096], [-0.1990, 1.4407, -1.1146], [1.5686, -0.0973, 0.4999], [-1.2987, 1.5390, 0.2227], [0.3814, -0.2358, 1.7464], [2.0358, 0.4400, 2.1075], [-0.0666, -1.3672, -1.3493], [-1.1737, -2.2318, -0.7482], [0.4959, -0.9180, -0.5543], [0.5611, -1.9552, -2.0116], [-0.5416, -0.6497, -2.0168], [-1.1326, -2.2652, 0.3430], [-1.0552, -3.3225, -0.8151], [-2.1113, -1.9075, -1.1921]], "lowdin_charge": [-0.293, -0.114, -0.114, 0.093, 0.087, 0.068, 0.050, 0.036, 0.073, 0.063, 0.064, -0.158, -0.160, 0.004, 0.066, 0.059, 0.055, 0.061, 0.061]}